45
Properties=species:S:1:pos:R:3:forces:R:3 method="wB97M-V/def2-TZVPD" molar_mass_g_mol=368.365 relative_energy_ev=0.000 total_energy_ha=-1279.09431 homo_lumo_gap_ev=5.8 e_homo_ev=-3.48 total_charge=-1
O -0.897 -3.117 1.505 -0.5 -0.3 -1.0
O -2.380 -3.091 -0.172 0.5 -0.1 -0.6
O -2.228 -1.405 -1.847 0.1 -0.8 0.0
O -1.814 0.444 2.690 -0.5 -0.9 -0.6
O -2.207 -0.395 0.706 0.0 0.4 -0.1
O -0.640 0.141 -1.783 -0.6 -1.3 -0.1
N -1.636 0.485 1.438 0.1 0.7 0.1
C 2.943 0.319 -2.416 0.0 0.0 0.2
C 0.882 -1.449 0.191 -1.7 -0.5 -0.6
C -0.187 2.433 1.668 0.4 0.3 0.5
C -2.579 -2.781 -1.571 -0.3 0.9 0.7
C -0.339 -1.757 -0.356 0.5 0.0 0.6
C 3.817 1.061 -1.612 -0.2 -0.2 0.3
C 0.604 3.439 1.039 -0.2 -0.3 0.3
C -0.228 2.408 3.080 0.5 0.6 0.5
C 2.012 -0.536 -1.839 0.1 0.0 0.6
C -1.045 -0.933 -1.377 0.6 1.2 -0.4
C -1.201 -2.722 0.401 0.4 0.5 1.2
C -4.097 -2.844 -1.754 0.3 0.1 0.1
C 1.300 4.288 3.199 0.0 0.0 0.0
C 2.814 0.092 0.371 -0.5 -0.4 -0.4
C 1.891 -0.624 -0.431 1.1 0.8 -0.5
C -1.764 -3.716 -2.447 -0.1 -0.1 0.0
C 0.514 3.315 3.830 0.2 0.3 -0.6
C 3.767 0.919 -0.217 0.0 0.0 -0.3
C -0.875 1.459 0.882 -0.5 -0.6 -0.2
C 1.334 4.355 1.796 -0.2 -0.3 0.1
H -4.467 -3.847 -1.526 0.1 0.1 -0.1
H -4.391 -2.560 -2.768 0.2 -0.1 0.1
H -1.934 -3.471 -3.503 0.1 -0.1 0.3
H 1.357 -1.146 -2.462 0.2 0.3 0.2
H 4.468 1.463 0.417 -0.2 -0.1 -0.2
H 4.527 1.753 -2.065 -0.1 -0.2 0.1
H 0.470 3.259 4.918 0.1 0.1 -0.2
H -4.547 -2.135 -1.049 0.2 -0.2 -0.1
H 0.618 3.461 -0.053 0.1 0.1 0.3
H -0.813 1.490 -0.201 -0.2 -0.2 0.4
H 1.931 5.128 1.303 -0.2 -0.3 0.1
H 2.973 0.412 -3.502 0.1 0.0 0.3
H -0.695 -3.626 -2.212 -0.3 0.0 -0.1
H 1.880 4.997 3.792 -0.1 -0.1 -0.1
H 1.074 -1.873 1.178 0.0 -0.1 -0.3
H -0.852 1.661 3.553 0.4 0.4 0.0
H -2.094 -4.741 -2.250 0.1 0.1 -0.1
H 2.737 -0.010 1.458 0.1 0.1 -0.4